{"formula": "BrClO3P", "method": "ωB97M-V/def2-TZVPD", "total_charge": -1, "species": ["O", "O", "O", "P", "Cl", "Br"], "positions_angstrom": [[0.59045, 0.21043, 1.27321], [-1.75744, -0.08616, 0.32163], [0.22157, -0.77800, -1.19501], [-0.34560, -0.07929, 0.22211], [2.01436, -0.51040, -1.47688], [0.10087, 3.37908, -0.50145]], "atomic_forces_ev_per_a": [[1.345, -0.348, 0.388], [-3.001, -0.609, -0.734], [1.654, 1.190, 1.054], [2.680, 0.810, -1.194], [-2.596, -0.341, 0.537], [-0.082, -0.702, -0.051]], "nbo_charge": [-1.014, -1.017, -0.766, 2.472, 0.251, -0.926]}

***

{"formula": "BrClS", "method": "ωB97M-V/def2-TZVPD", "species": ["S", "Cl", "Br"], "positions_angstrom": [[-2.60972, -0.22648, 0.00028], [-0.75917, -0.17182, 0.00007], [3.36888, 0.39830, -0.00035]], "atomic_forces_ev_per_a": [[-2.103, -0.006, 0.002], [2.566, 0.047, -0.002], [-0.463, -0.041, 0.001]], "nbo_charge": [0.219, 0.133, -0.352]}

***

{"formula": "BrFe", "method": "ωB97M-V/def2-TZVPD", "total_charge": 1, "multiplicity": 9, "species": ["Fe", "Br"], "positions_angstrom": [[25.62978, -15.95327, 7.60614], [22.50863, -16.01735, 6.23098]], "atomic_forces_ev_per_a": [[-0.634, -0.013, -0.279], [0.634, 0.013, 0.279]], "mulliken_spin": [6.708, 1.292]}

***

{"formula": "BrH14O7", "method": "ωB97M-V/def2-TZVPD", "multiplicity": 2, "species": ["Br", "O", "H", "H", "O", "H", "H", "O", "H", "H", "O", "H", "H", "O", "H", "H", "O", "H", "H", "O", "H", "H"], "positions_angstrom": [[-8.33483, -3.76660, 7.61174], [-7.30413, -5.68262, 4.81387], [-7.90026, -5.40005, 5.50743], [-7.35818, -4.99095, 4.15440], [-11.51123, -5.74400, 7.03144], [-11.06001, -4.94496, 7.30377], [-12.32153, -5.74758, 7.54099], [-7.67437, -2.60468, 10.73881], [-7.94105, -1.81216, 10.27297], [-7.48158, -3.23673, 10.04629], [-7.92131, -6.69799, 9.30135], [-7.45437, -6.00449, 8.83524], [-7.64430, -7.50604, 8.86943], [-10.64170, -4.75580, 10.16127], [-11.11710, -5.58623, 10.18591], [-9.94467, -4.89722, 9.52066], [-5.10397, -3.12422, 6.36106], [-5.48701, -2.24702, 6.36588], [-5.80210, -3.69272, 6.68613], [-9.64560, -0.83007, 7.62979], [-9.24529, -0.39541, 6.87676], [-9.37611, -1.74507, 7.54995]], "atomic_forces_ev_per_a": [[0.077, -0.202, 0.026], [0.207, -0.123, 0.178], [-0.324, -0.144, 0.074], [0.062, 0.190, -0.272], [0.196, -0.221, -0.252], [-0.007, 0.251, 0.157], [-0.226, 0.020, 0.122], [-0.064, -0.061, 0.058], [-0.136, 0.422, -0.043], [0.259, -0.313, 0.005], [-0.235, 0.135, 0.151], [0.219, 0.078, -0.060], [0.045, -0.292, -0.085], [-0.231, 0.441, 0.005], [-0.028, -0.277, 0.040], [0.247, -0.311, 0.003], [0.224, -0.034, -0.103], [-0.030, 0.267, 0.011], [-0.059, -0.203, 0.019], [-0.106, 0.247, 0.314], [0.086, 0.200, -0.205], [-0.175, -0.068, -0.145]], "mulliken_spin": [0.937, 0.021, 0.003, -0.001, 0.000, -0.001, 0.000, 0.035, -0.004, -0.002, 0.002, -0.002, 0.000, 0.000, 0.000, 0.000, 0.002, 0.000, -0.002, 0.012, 0.001, -0.002]}

***

{"formula": "BrH2NO2S", "method": "ωB97M-V/def2-TZVPD", "species": ["N", "O", "O", "S", "Br", "H", "H"], "positions_angstrom": [[0.12863, 1.95256, 0.16801], [0.95184, -2.87773, 0.15052], [-0.39487, -1.95456, -1.68123], [-0.32137, -2.55871, -0.37839], [-0.59922, 0.54435, 0.89806], [-0.60407, 2.62573, -0.03021], [0.83906, 2.26837, 0.87324]], "atomic_forces_ev_per_a": [[2.467, 2.554, -0.469], [0.918, -0.292, 0.431], [-0.017, -0.385, 0.519], [-0.861, 0.601, -1.073], [-1.746, -2.980, 1.549], [0.417, 0.228, 0.320], [-1.178, 0.273, -1.277]], "nbo_charge": [-0.930, -0.835, -0.831, 1.652, 0.182, 0.380, 0.383]}

***

{"formula": "BrH2NO2S", "method": "ωB97M-V/def2-TZVPD", "species": ["N", "O", "O", "S", "Br", "H", "H"], "positions_angstrom": [[0.65132, 0.71088, -0.64024], [1.15637, -0.94576, 1.27561], [0.07544, -1.88646, -0.65419], [0.28019, -0.72725, 0.18599], [-2.44425, 0.56648, 1.33274], [0.40391, 1.57383, -0.12057], [-0.12298, 0.70828, -1.37934]], "atomic_forces_ev_per_a": [[-2.503, -0.812, -1.159], [-0.116, 1.010, 0.807], [-0.723, 2.184, 0.023], [-0.188, -0.639, -0.051], [1.749, -0.867, -0.794], [0.364, -0.865, 0.503], [1.417, -0.011, 0.670]], "nbo_charge": [-0.948, -0.802, -0.791, 2.162, -0.471, 0.436, 0.413]}

***

Respective electronic energy values: -3601.36359, -3432.22089, -3837.02868, -3109.00232, -3178.58110, -3178.53670 Ha.
Respective maximum force values: 3.15, 2.57, 0.69, 0.50, 3.79, 2.88 eV/A.